# 1
Here is a molecular structure, CH3S4SbSeTc from the OMol25 dataset. Energies are from wB97M-V/def2-TZVPD.

XYZ file:
```
11
Properties=species:S:1:pos:R:3:forces:R:3
Tc -0.071962 0.122068 0.923172 0.262 -0.462 0.505
S 0.680943 -1.205053 -3.225971 -0.092 0.162 -0.423
Sb 1.189627 -2.058541 -1.316448 -0.061 0.105 0.004
S -1.065105 -1.597637 0.235025 -0.066 0.215 0.214
S 1.914487 0.124608 0.233282 -0.159 0.161 0.228
S 2.094150 -3.606097 -0.119507 0.200 -0.347 0.199
Se -0.258991 0.427342 3.063792 0.067 -0.078 -0.438
C -1.014314 1.761473 0.141877 0.044 -0.077 -0.145
H -0.973108 1.650940 -0.941077 -0.062 0.111 -0.024
H -0.460598 2.633286 0.486722 -0.091 0.089 -0.054
H -2.035129 1.747609 0.519137 -0.042 0.120 -0.066
```
Forces are in eV/Å.

## Properties
HOMO level	-13.53	eV
net charge	+1
Kohn-Sham gap	6.4	eV
multiplicity	1
F_max	0.0142	Eh/bohr

# 2
Here is 2 unconnected molecules or ions with the total composition C8H6N2O in a non-equilibrium geometry from the OMol25 dataset. Energies are from wB97M-V/def2-TZVPD.

XYZ file:
```
17
Properties=species:S:1:pos:R:3:forces:R:3
C 2.628226 0.608890 0.155536 -0.361 3.037 -0.234
C 2.187001 -0.673098 0.164554 -1.873 -1.969 -0.097
C 1.709100 1.697609 -0.011306 4.113 -1.025 0.515
C -0.063224 0.317642 -0.099251 3.735 1.316 0.108
C -1.324410 -0.167462 -0.189706 -5.713 1.665 0.135
C 0.784097 -0.877774 0.012155 2.358 3.005 0.227
C -3.179893 0.941197 -0.014650 2.575 -2.787 -0.063
C -1.270066 -1.641404 -0.137025 -1.146 -0.593 -0.132
N 0.428994 1.583884 -0.117866 -3.919 -1.679 -0.286
N 0.118775 -1.994182 -0.009880 -0.301 -1.780 0.072
O -4.165895 0.354450 0.219657 0.620 0.553 -0.195
H 3.676270 0.838902 0.278283 0.046 0.055 -0.047
H 2.842496 -1.523536 0.294051 0.031 -0.013 -0.012
H 2.101336 2.706107 -0.047494 0.133 0.056 0.051
H -2.956089 1.989180 -0.172418 -0.013 0.372 -0.037
H -1.833437 -2.046529 0.708757 -0.140 -0.127 0.033
H -1.683279 -2.113883 -1.033397 -0.146 -0.088 -0.038
```
Forces are in eV/Å.

## Properties
HOMO level (alpha / beta)	-6.42 / -9.42	eV
<S²>	2.04
Kohn-Sham gap (alpha / beta)	6.8 / 6.9	eV
multiplicity	3
F_max	0.1158	Eh/bohr

# 3
Here is a molecular structure, C18H45F6N3O6PSr in a non-equilibrium geometry from the OMol25 dataset. Energies are from wB97M-V/def2-TZVPD.

XYZ file:
```
80
Properties=species:S:1:pos:R:3:forces:R:3
Sr -1.431796 -1.583293 -0.160466 -0.962 -0.770 0.131
P -0.811186 1.380387 1.303544 0.854 1.609 1.253
F -1.067546 -0.159973 1.884854 -0.060 1.112 -0.623
F -1.173405 0.944387 -0.239506 1.264 -1.938 -0.433
F -2.382796 1.762567 1.296704 -0.221 -0.167 1.616
F -0.465205 2.785287 0.626124 0.389 0.575 1.113
F -0.620636 1.922647 2.885794 -0.190 -0.745 -2.499
F 0.805624 0.959547 1.192694 -1.712 0.279 0.023
C -2.932586 -3.300953 -3.246356 0.301 -1.019 -1.026
O -2.870666 -2.181463 -2.377936 -0.651 -0.577 0.262
C -3.879546 -1.272083 -2.757736 -0.005 1.456 -0.339
C -3.912216 0.032177 -1.960486 -0.325 -0.267 0.798
N -3.768636 -0.208523 -0.528986 0.969 -0.159 -0.605
C -4.677506 -1.133623 0.041784 -2.080 0.121 1.654
C -4.637416 -1.039553 1.566054 0.886 -0.332 -1.282
O -3.345196 -1.510463 1.912554 -1.194 -0.199 1.416
C -3.302785 -1.771163 3.293364 1.009 -0.556 1.771
H -3.818936 -3.934473 -3.212616 -0.654 0.600 0.539
H -2.163016 -4.062093 -3.117856 0.556 0.652 0.718
H -2.841215 -2.967413 -4.280036 -0.030 0.229 -0.175
H -4.901096 -1.651443 -2.732846 0.166 -0.809 0.074
H -3.682586 -0.935193 -3.775486 -0.164 -0.260 -0.416
H -4.919996 0.407717 -2.137856 -0.180 0.388 -0.347
H -3.204345 0.787187 -2.302486 0.225 -0.200 0.151
H -3.664476 0.616947 0.043594 -0.031 0.261 -0.226
H -4.597936 -2.150713 -0.341986 0.692 -0.200 0.285
H -5.751616 -0.971093 -0.047506 -0.548 0.823 -1.195
H -5.492996 -1.572653 1.980644 0.365 -0.777 0.226
H -4.775526 -0.028063 1.948034 0.164 0.451 -0.308
H -2.408026 -2.353033 3.514564 -0.089 -0.149 -0.206
H -4.155475 -2.259513 3.765094 -0.443 -0.899 -1.048
H -3.273975 -0.960763 4.021724 0.485 1.291 -0.816
C 2.156404 -5.293433 1.708014 -0.923 -0.764 0.895
O 2.552724 -4.351683 0.737374 -0.003 0.617 0.424
C 3.054455 -3.091093 1.214444 0.659 -0.355 0.053
C 1.936014 -2.034453 1.374834 0.547 -0.898 1.953
N 1.060025 -2.053023 0.216464 0.689 2.731 0.346
C 1.635934 -1.090503 -0.788776 0.889 -1.370 -0.925
C 1.098484 -1.196893 -2.171686 -0.292 -0.436 -0.347
O -0.328905 -0.864833 -2.329316 1.962 -0.214 -1.498
C -0.608636 -1.051413 -3.734326 -0.419 -0.056 -0.368
H 1.654274 -4.977953 2.622584 -0.138 1.356 -0.063
H 2.937204 -5.902693 2.163284 0.672 -0.095 -0.771
H 1.370225 -5.926853 1.297154 0.405 -0.175 -0.512
H 3.846294 -2.801833 0.523494 -0.369 0.216 -0.608
H 3.666245 -3.244463 2.103424 -0.495 0.051 0.605
H 2.369924 -1.085893 1.691144 -0.154 0.231 -0.570
H 1.333104 -2.341303 2.229504 -0.053 -0.105 0.209
H 1.220714 -3.033793 0.036514 -0.523 -0.550 -1.795
H 2.653894 -1.436293 -0.968416 0.461 0.124 0.005
H 1.772034 -0.019053 -0.641856 -0.754 -0.200 1.616
H 1.343054 -2.201883 -2.515616 -0.801 -0.360 -0.342
H 1.745435 -0.556923 -2.771676 -0.439 0.457 -0.267
H 0.111484 -0.637623 -4.440236 0.760 0.235 0.624
H -1.512135 -0.540653 -4.067386 -0.327 -0.182 0.713
H -0.663546 -2.114033 -3.970806 -0.157 -0.032 0.131
C 1.839844 3.744177 -3.643446 -0.088 -0.781 -0.178
O 2.804735 3.276337 -2.705006 -1.042 0.426 -2.293
C 3.013144 4.251397 -1.749386 1.369 -1.011 1.948
C 2.361815 3.749687 -0.435426 -0.754 0.850 -0.682
N 3.257295 3.997017 0.638024 -0.113 0.609 2.193
C 2.527285 4.026597 1.929924 0.086 -1.332 -0.598
C 3.460964 3.974527 3.117054 -0.728 -0.206 1.170
O 3.940735 2.651427 3.539214 0.096 0.169 -1.571
C 2.874054 1.754537 3.919704 0.561 1.238 0.361
H 2.256254 4.398407 -4.409396 0.335 0.126 0.011
H 1.033274 4.290217 -3.154176 -0.126 -0.070 0.151
H 1.425144 2.872407 -4.149536 -0.067 -0.003 -0.006
H 2.858584 5.291427 -2.036696 -0.934 -0.046 -0.177
H 4.089624 4.272677 -1.579526 0.236 -0.199 0.337
H 2.046984 2.706207 -0.424466 0.331 -0.396 -0.865
H 1.395245 4.215237 -0.242836 0.067 0.585 0.029
H 3.868385 3.197167 0.721144 0.433 -0.019 -0.117
H 1.876665 3.157697 2.028924 -0.039 -0.524 -0.159
H 1.739865 4.780307 1.930564 0.669 0.827 0.169
H 2.898754 4.343457 3.974904 -0.167 0.228 0.236
H 4.283124 4.676877 2.979694 0.431 -0.579 -0.012
H 2.415084 2.331427 4.722604 -0.994 -0.516 0.072
H 3.250985 0.824127 4.344394 0.574 0.234 -0.073
H 2.202154 1.473917 3.108594 -0.120 0.344 0.061
```
Forces are in eV/Å.

## Properties
HOMO level (alpha / beta)	-2.84 / -8.48	eV
<S²>	0.75
Kohn-Sham gap (alpha / beta)	3.1 / 8.7	eV
multiplicity	2
F_max	0.0552	Eh/bohr

# 4
Here is 2 unconnected molecules or ions with the total composition C8H16N3 in a non-equilibrium geometry from the OMol25 dataset. Energies are from wB97M-V/def2-TZVPD.

XYZ file:
```
27
Properties=species:S:1:pos:R:3:forces:R:3
C 2.682707 0.256140 1.113479 -3.804 -2.242 -1.319
C -1.552121 -0.493191 -1.038081 0.424 3.683 -2.240
C -0.498471 -1.150007 0.788913 0.326 0.146 2.393
C 0.208403 1.151887 -0.851239 2.264 -3.703 1.602
C -1.448037 -0.106024 0.376136 -0.560 1.801 0.603
C 0.004544 -0.389244 -1.258803 -1.628 2.698 0.938
C 1.011699 -2.576700 -0.383625 1.094 -0.766 -2.119
C -1.434804 2.433398 0.494294 1.933 -0.356 -1.749
N 3.728354 0.724129 1.305781 4.193 2.370 1.094
N 0.523686 -1.217683 -0.216692 -0.543 -0.304 -0.721
N -0.646816 1.206399 0.410192 -0.823 -1.365 -1.804
H 0.322971 -0.595969 -2.206616 1.120 -0.645 -2.344
H -1.886691 -1.443840 -1.191695 -1.041 -2.640 -0.246
H -2.134949 0.205315 -1.714064 0.773 -0.742 0.735
H -0.051974 -0.934004 1.716925 0.708 0.123 1.409
H -1.052153 -2.041504 0.922471 -0.373 -1.374 -0.149
H 1.307992 1.394990 -0.869015 -1.145 -0.173 1.275
H -0.247776 1.812238 -1.447941 -1.767 1.999 -2.889
H -2.307070 0.113981 1.017155 -0.002 -0.760 -0.246
H 1.878405 -2.691960 -1.134591 -1.760 0.549 0.654
H 1.549855 -2.658213 0.519606 0.258 -1.189 1.400
H 0.174917 -3.372021 -0.576034 1.448 1.576 0.494
H -0.693381 3.164332 0.425410 0.972 1.698 -0.068
H -2.148680 2.607668 -0.253235 -0.755 -0.438 -1.533
H -1.910539 2.557978 1.363154 -1.601 -0.021 3.685
H 4.710488 0.991342 1.455470 -1.354 -0.629 -0.287
H -0.090564 1.050564 1.232639 1.642 0.703 1.431
```
Forces are in eV/Å.

## Properties
HOMO level (alpha / beta)	-6.37 / -13.17	eV
net charge	+1
<S²>	2.01
Kohn-Sham gap (alpha / beta)	3.8 / 6.3	eV
multiplicity	3
F_max	0.0961	Eh/bohr

# 5
Here is a single C4H3F3N4S molecule in a non-equilibrium geometry from the OMol25 dataset. Energies are from wB97M-V/def2-TZVPD.

XYZ file:
```
15
Properties=species:S:1:pos:R:3:forces:R:3
C 2.862435 -0.730887 0.127833 -2.964 0.597 -0.034
C 0.363697 -1.431623 -0.102626 -2.128 0.706 0.913
C -0.459475 1.772933 0.153285 -2.586 -1.783 -0.429
C 4.054531 0.237959 -0.009148 1.023 -2.687 -1.667
N 2.633912 -1.956525 0.112184 2.512 1.107 -0.052
N 0.515240 1.011329 0.292650 0.788 1.586 0.289
N 1.398141 -2.333632 0.090288 -2.997 -1.395 -0.758
N 0.772549 -0.180593 0.008785 4.910 -3.046 -0.680
F 5.217212 -0.430895 0.344160 -1.390 0.742 -0.059
F 4.228623 0.581671 -1.316025 -0.395 -0.201 0.795
F 3.936530 1.314683 0.677405 -0.291 0.933 0.957
S -1.249223 -1.975482 -0.253177 1.373 0.447 0.023
H -0.332642 2.716261 0.480988 0.777 3.212 1.019
H -1.498920 1.575664 -0.097165 0.118 -0.846 -0.518
H 1.039656 -3.298422 -0.030130 1.249 0.627 0.200
```
Forces are in eV/Å.

## Properties
HOMO level (alpha / beta)	-8.56 / -8.56	eV
Kohn-Sham gap (alpha / beta)	7.7 / 7.7	eV
multiplicity	1
F_max	0.1131	Eh/bohr

# 6
Here is a molecular structure, C20H31Cl2N4O3Pd in a non-equilibrium geometry from the OMol25 dataset. Energies are from wB97M-V/def2-TZVPD.

XYZ file:
```
61
Properties=species:S:1:pos:R:3:forces:R:3
O 1.606076 0.981112 -0.675483 3.758 1.481 1.280
C 2.637227 1.207415 -0.014981 -2.665 -0.473 -1.211
C 3.475493 2.391760 -0.315234 0.815 0.641 -0.167
C 3.470879 3.006037 -1.591759 0.106 -0.005 0.357
H 2.861792 2.594278 -2.403820 0.138 0.039 0.474
C 4.258852 4.137466 -1.825314 -0.005 0.064 0.348
H 4.248125 4.630767 -2.795872 -0.064 -0.223 0.116
C 5.051623 4.687995 -0.807634 -0.268 -0.493 0.190
H 5.637322 5.596907 -0.981945 -0.207 -0.402 0.029
C 5.080720 4.060825 0.444272 -0.056 0.223 -0.012
H 5.698287 4.489834 1.239490 -0.214 -0.221 -0.246
C 4.305242 2.924783 0.694541 -0.104 -0.159 -0.544
H 4.342149 2.432834 1.671775 -0.076 0.208 -0.331
H 2.910836 0.552340 0.846627 -0.194 0.484 -0.413
C 2.656432 -1.867908 -0.326593 0.316 -0.844 -0.291
C 1.309602 -1.894767 0.273245 -0.682 0.208 0.930
H 3.007895 -2.878385 -0.604407 0.193 0.110 0.104
H 3.350436 -1.448423 0.428319 0.005 -0.138 -0.592
H 2.609488 -1.281844 -1.246357 0.463 0.113 0.114
C 0.812173 -2.826628 1.086313 0.357 0.082 -0.382
C 1.385190 -4.192129 1.344074 0.391 -0.161 0.425
H -0.106070 -2.608178 1.609388 -0.272 -0.164 -0.237
H 2.452506 -4.120960 1.598938 -0.100 -0.259 -0.011
H 1.292475 -4.885220 0.487308 -0.022 0.226 0.225
H 0.850395 -4.630115 2.200019 0.279 -0.145 -0.204
Pd -0.075253 -0.439360 -0.375571 -0.139 -0.852 0.722
Cl 0.344804 -0.503621 -2.691534 0.243 -0.105 -1.787
Cl -0.210568 1.456075 1.392965 1.317 1.852 0.343
H -0.933508 3.719857 -2.226410 -0.051 -0.048 0.163
H -1.708240 2.934715 -4.247619 -0.170 -0.073 0.007
C -0.865390 2.704983 -1.813663 0.305 -0.297 -0.165
C -1.968391 1.934725 -3.888275 -0.121 -0.086 0.129
N -1.921780 1.920355 -2.436064 -0.387 0.083 -0.064
H -0.972404 2.711515 -0.724323 0.035 -0.110 -0.243
C -2.617701 0.956184 -1.786888 0.733 -0.646 1.006
O -2.292934 0.412653 -0.720998 -1.359 1.538 -1.485
H -2.981904 1.668787 -4.207719 0.127 0.083 -0.118
H -3.556827 0.676193 -2.318918 0.400 -0.094 0.070
H 0.120546 2.295656 -2.074951 -0.191 0.021 0.198
H -1.258088 1.208643 -4.311205 -0.092 0.157 0.153
H -4.313576 -1.787093 4.102713 0.139 -0.120 0.034
H -4.223133 0.647090 4.646898 0.256 0.092 0.070
C -3.241636 -1.796537 3.865195 0.022 0.205 0.258
C -3.134682 0.597629 4.488732 0.142 -0.137 -0.421
N -2.830951 -0.444451 3.524148 -0.777 -0.889 0.977
H -3.052842 -2.462556 3.018648 0.036 0.222 0.158
C -2.036650 -0.246477 2.464417 0.167 0.509 -1.013
O -1.586008 -1.145904 1.759685 -0.849 0.380 1.035
H -2.768914 1.555750 4.096285 -0.133 -0.252 0.133
H -1.816567 0.833215 2.237848 -0.472 -1.113 0.379
H -2.681485 -2.159472 4.741513 -0.170 -0.053 -0.149
H -2.634190 0.391330 5.450595 -0.185 0.101 -0.206
N -2.101306 -3.871121 -2.055717 0.272 -0.607 -0.156
C -3.174779 -3.487273 -1.275571 0.059 0.523 0.650
C -2.733215 -2.445910 -0.488447 0.450 -0.819 -1.574
N -1.434542 -2.167697 -0.856780 0.018 -1.109 0.361
C -1.040459 -3.089121 -1.721759 -1.110 1.079 0.437
H -2.069764 -4.621284 -2.741344 -0.129 0.402 0.482
H -4.139420 -3.953724 -1.298037 -0.063 -0.262 -0.184
H -3.244955 -1.904682 0.284447 0.048 0.166 -0.134
H -0.048429 -3.158868 -2.147210 -0.264 0.064 -0.015
```
Forces are in eV/Å.

## Properties
HOMO level (alpha / beta)	-2.15 / -3.64	eV
net charge	-1
<S²>	2.01
Kohn-Sham gap (alpha / beta)	4.9 / 6.4	eV
multiplicity	3
F_max	0.0824	Eh/bohr

Q: Which ΔE to the lowest compared entry with this formula, charge and spin values were calculated for the entries above? A: 0.0, 55.9, 0.0, 416.6, 302.4, 0.0, in kJ/mol.